Entry 1:
Formula: C20H36N4O2S2
Source: OMol25
Level of theory: ωB97M-V with the def2-TZVPD basis set

Geometry as XYZ:
```
64
C20H36N4O2S2, DFT ωB97M-V with the def2-TZVPD basis set
S -2.22774 -1.44985 2.04955
C -1.87742 -3.05372 1.82065
S -3.10537 -4.40083 1.69670
C -4.27216 -4.06118 0.29410
C -5.00818 -2.67915 0.58205
C -6.60977 -2.76958 0.45217
C -7.16229 -1.67499 1.44748
C -7.98172 -1.80299 2.62394
N -8.05100 -0.44569 3.04527
C -7.35085 0.37946 2.21807
N -6.76974 -0.34318 1.18188
N -0.48043 -3.45929 1.74192
C 0.23196 -2.86200 0.57967
C 1.01958 -1.53318 0.88812
O 1.88425 -1.63507 2.03363
C 1.01029 -1.88776 3.14714
C 0.23875 -3.25504 3.02438
H -3.73210 -4.05536 -0.69371
H -5.02921 -4.89833 0.24228
H -4.82295 -2.43888 1.66915
H -4.55818 -1.90269 -0.08910
H -6.91913 -2.47343 -0.59245
H -6.95691 -3.80054 0.71023
H -8.39737 -2.73299 3.06135
H -8.54265 -0.09266 3.87021
H -7.18152 1.47631 2.27943
H -6.19586 -0.01843 0.40552
H -0.53881 -2.68522 -0.22994
H 0.95020 -3.63902 0.18983
H 0.33012 -0.64067 0.94854
H 1.70476 -1.34048 0.00677
H 1.65445 -1.91528 4.07630
H 0.33207 -0.99223 3.27798
H -0.53074 -3.26351 3.85680
H 0.94146 -4.10386 3.23612
C 3.63899 3.71527 -0.01636
C 3.20449 2.45639 -0.82165
C 4.26878 1.33947 -0.72762
C 5.46391 1.50157 -1.66013
C 4.99942 1.78084 -3.08351
C 4.05647 2.99139 -3.15938
N 2.89622 2.86378 -2.22360
O 2.05938 1.96535 -2.73868
C 4.87921 4.26456 -2.85557
C 3.60139 3.18850 -4.61833
C 1.97191 1.93520 -0.05087
H 3.76345 4.60227 -0.63489
H 2.88487 4.00869 0.71731
H 4.57398 3.55375 0.52577
H 3.80085 0.37669 -0.96587
H 4.62592 1.24792 0.30182
H 6.12002 2.29865 -1.29644
H 6.06293 0.58707 -1.64421
H 5.87297 1.94267 -3.72192
H 4.50064 0.88777 -3.47782
H 4.24421 5.15403 -2.86819
H 5.65234 4.41156 -3.61343
H 5.40078 4.23604 -1.89946
H 3.11207 2.30399 -5.02764
H 4.45862 3.39654 -5.26257
H 2.91458 4.03436 -4.70078
H 1.13682 2.63806 -0.11691
H 2.20944 1.80234 1.00707
H 1.62951 0.96654 -0.41812
```

Properties
⟨S²⟩: 0.75
LUMO (alpha / beta): -3.399 / -3.399 eV
spin multiplicity: 2
E_HOMO (alpha / beta): -10.05 / -10.43 eV
net charge: +1
HOMO-LUMO gap (alpha / beta): 6.65 / 7.03 eV

=====

Entry 2:
Formula: C4H7N
Source: OMol25
Level of theory: ωB97M-V with the def2-TZVPD basis set

Geometry as XYZ:
```
12
C4H7N, DFT ωB97M-V with the def2-TZVPD basis set
C 2.58756 -0.25509 0.03375
C 1.44028 0.16941 0.02268
C 0.05358 0.62207 -0.03086
N -0.87054 -0.50320 -0.24732
C -2.22169 -0.07066 0.09775
H 3.61346 -0.60653 0.12835
H -0.04691 1.30525 -0.87626
H -0.21364 1.15229 0.89897
H -0.62986 -1.28394 0.34280
H -2.91035 -0.89186 -0.11670
H -2.52510 0.81289 -0.54378
H -2.35227 0.23993 1.15795
```

Properties
LUMO: 1.081 eV
SMILES string: C#CCNC
relative energy (zero: lowest compared OMol25 entry of this formula, charge and spin): 2.2590 eV
E_HOMO: -9.22 eV
net charge: 0
HOMO-LUMO gap: 10.30 eV

=====

Entry 3:
Formula: C16H37FNOP
Source: OMol25
Level of theory: ωB97M-V with the def2-TZVPD basis set

Geometry as XYZ:
```
57
C16H37FNOP, DFT ωB97M-V with the def2-TZVPD basis set
C 5.03302 -1.81809 2.44687
C 3.59624 -1.44848 2.04291
C 3.35174 0.06253 1.97852
C 1.86593 0.42625 2.05613
C 1.06793 0.01799 0.82437
C -0.44885 -0.06798 0.97895
C -0.98894 -0.86477 2.18180
C -2.27938 -1.62531 1.94147
F -1.86120 -2.72051 1.04428
P -3.47921 -0.71080 0.91898
C -5.02484 -1.68154 1.23708
C -5.07362 -2.89208 0.28007
C -3.73430 0.84848 1.91006
C -4.94544 0.86195 2.85053
H 5.57515 -0.93741 2.78808
H 5.03849 -2.53370 3.26660
H 5.59088 -2.27354 1.63069
H 3.33928 -1.91026 1.09190
H 2.90526 -1.84666 2.78636
H 3.84077 0.50549 2.84895
H 3.79448 0.48229 1.06973
H 1.46458 -0.02780 2.96237
H 1.78303 1.50827 2.19033
H 1.43056 -0.92447 0.40726
H 1.24884 0.78030 0.05374
H -0.88719 0.93354 0.94297
H -0.82902 -0.58639 0.09475
H -1.05998 -0.22484 3.06332
H -0.23743 -1.62363 2.42840
H -4.94647 -2.05121 2.26016
H -5.91022 -1.06179 1.12241
H -5.32075 -3.80569 0.81563
H -4.11253 -3.04724 -0.20666
H -5.80854 -2.71967 -0.50603
H -3.84656 1.67381 1.20608
H -2.85535 1.05876 2.52081
H -5.88346 0.82899 2.30151
H -4.90003 0.03243 3.55210
H -4.95613 1.78275 3.44009
C 1.83713 1.64582 -5.36750
C 2.37181 2.22643 -4.07043
C 2.42409 1.25067 -2.89632
O 1.11656 1.03938 -2.43523
C 0.46535 -0.18297 -2.81943
N 1.42694 3.30301 -3.59244
H 0.78256 1.37971 -5.28716
H 1.94526 2.35390 -6.19075
H 2.39367 0.74754 -5.62590
H 3.34237 2.69302 -4.23755
H 2.98285 1.70824 -2.07272
H 2.93659 0.32648 -3.16621
H 1.19529 -0.97690 -2.97820
H -0.13258 -0.04233 -3.72198
H -0.19519 -0.46421 -2.00152
H 1.09905 3.91151 -4.34168
H 1.84242 3.87781 -2.85648
H 0.62908 2.80295 -3.16208
```

Properties
LUMO: -1.578 eV
E_HOMO: -3.44 eV
net charge: 0
HOMO-LUMO gap: 1.86 eV

=====

Entry 4:
Formula: CH6N5
Source: OMol25
Level of theory: ωB97M-V with the def2-TZVPD basis set

Geometry as XYZ:
```
12
CH6N5, DFT ωB97M-V with the def2-TZVPD basis set
C -1.45161 0.25378 -0.06105
N 2.10677 0.73374 -0.08373
N 1.23400 -0.11667 -0.27553
N -1.19754 1.40732 -0.10589
N 0.71132 -0.81782 0.66639
N -1.63614 -0.92649 -0.27402
H 2.37080 1.20431 -0.85240
H 0.57641 -0.22784 -1.11088
H -1.18095 1.99172 0.66702
H 1.05743 -0.81378 1.65895
H -2.61649 -1.24767 -0.56942
H 0.02601 -1.44061 0.34056
```

Properties
LUMO: -5.298 eV
relative energy (zero: lowest compared OMol25 entry of this formula, charge and spin): 2.4345 eV
E_HOMO: -15.30 eV
net charge: +1
HOMO-LUMO gap: 10.00 eV

=====

Values of maximum force, in order: 5.21; 2.66; 0.61; 4.72, all in eV Å⁻¹.